(1)
{
  "formula": "C11H23BiO3P2",
  "method": "ωB97M-V/def2-TZVPD",
  "symbols": ["C", "C", "C", "C", "C", "Bi", "P", "H", "H", "H", "H", "H", "H", "H", "H", "C", "C", "O", "P", "O", "C", "C", "O", "C", "C", "H", "H", "H", "H", "H", "H", "H", "H", "H", "H", "H", "H", "H", "H", "H"],
  "coordinates": [[-1.3042, 1.0354, -0.8894], [-0.9523, 0.3131, -2.0944], [0.2313, 0.8832, -2.6298], [0.5484, 2.0197, -1.8485], [-0.3089, 2.0718, -0.7488], [0.7908, -0.0120, -0.4298], [0.4267, -2.7448, 0.5407], [-2.2267, 0.7873, -0.2773], [-1.5295, -0.3932, -2.6864], [0.5487, 0.7330, -3.6830], [-0.2064, 2.9256, -0.0788], [1.2047, 2.7619, -2.2555], [1.5638, -3.2510, 1.2103], [0.1621, -3.7116, -0.4429], [-0.5985, -2.9316, 1.4974], [-1.3302, -1.9740, 4.4371], [-1.5900, -1.0106, 3.2891], [-0.2926, -0.3310, 3.0980], [-0.1738, 0.9121, 2.1233], [0.8286, 1.9678, 2.7204], [1.1615, 2.0745, 4.2037], [0.1969, 3.0287, 4.8416], [-1.6157, 1.5840, 2.1498], [-1.9834, 2.8347, 1.4001], [-3.3531, 3.1525, 1.8413], [-0.4601, -2.6174, 4.2266], [-2.1944, -2.6210, 4.6482], [-1.1325, -1.3733, 5.3223], [-1.8604, -1.5258, 2.3487], [-2.3529, -0.2608, 3.5588], [1.1252, 1.0674, 4.6196], [2.1908, 2.4105, 4.2354], [-0.7918, 2.5524, 4.8055], [0.4572, 3.2376, 5.8883], [0.1807, 3.9581, 4.2590], [-1.2521, 3.6089, 1.6149], [-1.9970, 2.6197, 0.3290], [-3.2805, 3.3538, 2.9051], [-3.7728, 4.0398, 1.3760], [-3.9968, 2.3023, 1.6735]],
  "atomic_forces_ev_per_a": [[-2.44, 0.27, -2.80], [-2.44, 2.44, -1.37], [-1.47, 1.14, -2.05], [-0.35, -0.27, -1.95], [-0.58, 1.43, -0.85], [4.63, -3.65, 4.61], [1.00, 0.67, 0.39], [1.81, 0.30, -0.65], [0.09, -0.27, 0.83], [0.13, -0.18, 1.14], [-0.11, -0.78, -0.03], [0.64, 0.22, 0.71], [-0.43, -0.92, 0.17], [-0.07, -0.31, 0.32], [0.26, -0.44, -0.23], [-0.19, -0.20, -0.17], [0.58, -0.05, 0.30], [-1.31, -0.25, 1.34], [1.45, -0.77, -3.29], [0.93, 0.48, 2.94], [-0.14, -0.21, -1.37], [-0.34, -0.13, -0.01], [-1.25, 1.33, 0.04], [0.24, -1.30, -0.10], [-0.26, 0.50, 1.07], [-0.32, 0.30, 0.05], [0.17, 0.24, -0.16], [0.13, -0.14, 0.15], [0.06, 0.40, 0.39], [0.31, -0.38, -0.26], [-0.11, 0.07, -0.02], [0.09, 0.14, -0.16], [0.05, 0.39, 0.12], [-0.04, -0.03, -0.28], [-0.08, -0.13, 0.29], [0.07, 0.03, 0.18], [-0.06, 0.21, 0.74], [-0.47, -0.01, 0.33], [0.09, 0.03, -0.28], [-0.29, -0.17, -0.05]],
  "nbo_charge": [-0.3630, -0.3553, -0.3877, -0.3055, -0.4124, 0.3120, 0.0514, 0.2530, 0.2402, 0.2467, 0.2521, 0.2406, -0.0007, 0.0171, -0.0067, -0.6292, -0.0656, -0.8641, 1.8019, -0.8642, -0.0655, -0.6391, -0.8931, -0.0588, -0.6282, 0.2204, 0.2161, 0.2134, 0.1863, 0.1995, 0.1941, 0.1965, 0.2104, 0.2196, 0.2182, 0.1850, 0.2169, 0.2093, 0.2215, 0.2169],
  "total_charge": 0,
  "e_homo_ev": [-3.81, -3.71],
  "e_above_lowest_kj_mol": 272.8
}


(2)
{
  "formula": "C25H67ClNO16",
  "method": "ωB97M-V/def2-TZVPD",
  "symbols": ["C", "C", "C", "C", "C", "C", "C", "C", "C", "O", "O", "C", "C", "Cl", "N", "H", "H", "H", "H", "H", "H", "H", "H", "H", "H", "H", "C", "O", "H", "H", "H", "H", "C", "O", "H", "H", "H", "H", "C", "O", "H", "H", "H", "H", "C", "O", "H", "H", "H", "H", "C", "O", "H", "H", "H", "H", "C", "O", "H", "H", "H", "H", "C", "O", "H", "H", "H", "H", "C", "O", "H", "H", "H", "H", "C", "O", "H", "H", "H", "H", "C", "O", "H", "H", "H", "H", "C", "O", "H", "H", "H", "H", "C", "O", "H", "H", "H", "H", "C", "O", "H", "H", "H", "H", "C", "O", "H", "H", "H", "H"],
  "coordinates": [[-3.1597, -0.1457, -4.3230], [-2.1962, -0.3749, -5.0488], [-0.8082, -0.4089, -5.8144], [0.3406, 0.0757, -4.7960], [1.0076, -1.1651, -4.0177], [1.0015, -0.8731, -2.4529], [1.4791, 0.4731, -2.0083], [1.4692, 0.8586, -0.5534], [1.9610, 2.3086, -0.2076], [1.2121, 3.2412, -0.4208], [3.2415, 2.6196, 0.2966], [1.0037, -0.1763, 0.4322], [0.5831, -1.5126, -0.1035], [0.0547, -2.8222, 1.0222], [0.5777, -1.8008, -1.4901], [-3.7935, 0.0571, -3.4166], [-0.8993, 0.3561, -6.6427], [-0.6301, -1.4533, -6.1947], [-0.1978, 0.7702, -4.0700], [1.1494, 0.6760, -5.3017], [0.5096, -2.1541, -4.2377], [2.1084, -1.2144, -4.3061], [1.8454, 1.1955, -2.8019], [3.8402, 2.6518, -0.4825], [0.9832, 0.0603, 1.5385], [0.2767, -2.7232, -1.8342], [0.0158, 0.5085, -9.6819], [-0.4002, -0.3607, -8.6333], [0.4597, 1.4008, -9.2416], [0.7584, 0.0065, -10.3061], [-0.8463, 0.7958, -10.2881], [-0.7889, -1.1411, -9.0476], [-1.0233, -5.3666, 4.3530], [-1.9916, -4.4186, 3.9026], [-1.4461, -5.9302, 5.1841], [-0.7737, -6.0527, 3.5418], [-0.1246, -4.8462, 4.6896], [-1.5962, -3.9336, 3.1700], [-0.5221, -1.7317, 5.5998], [-0.9509, -2.5975, 6.6388], [-0.0766, -0.8416, 6.0436], [0.2244, -2.2408, 4.9816], [-1.3795, -1.4404, 4.9883], [-1.3409, -3.3754, 6.2186], [-6.2439, -2.8963, -5.2692], [-4.8697, -2.6086, -5.0402], [-6.6652, -2.1127, -5.8976], [-6.3413, -3.8585, -5.7781], [-6.7806, -2.9234, -4.3175], [-4.5201, -3.3142, -4.4834], [-0.8907, 4.1767, -5.2224], [0.2026, 3.2559, -5.2162], [-1.4301, 4.0756, -6.1617], [-1.5648, 3.9536, -4.3930], [-0.5131, 5.1967, -5.1313], [0.6622, 3.3666, -4.3746], [2.2445, 6.5939, -5.6527], [2.7639, 5.2710, -5.6800], [3.0741, 7.2970, -5.7146], [1.5773, 6.7474, -6.5047], [1.7002, 6.7598, -4.7189], [2.0128, 4.6676, -5.6243], [2.2308, 0.7488, 7.8814], [2.7494, -0.5767, 7.8519], [3.0602, 1.4533, 7.8275], [1.5686, 0.9038, 7.0243], [1.6820, 0.9074, 8.8115], [1.9970, -1.1788, 7.9010], [1.7085, -7.0147, 6.0910], [1.5286, -6.6872, 4.7169], [0.7444, -7.2959, 6.5130], [2.4013, -7.8540, 6.1836], [2.0996, -6.1484, 6.6300], [2.3938, -6.4427, 4.3673], [-1.5144, 3.2103, 2.1585], [-1.6649, 3.1685, 0.7457], [-2.4212, 2.8206, 2.6191], [-0.6627, 2.5927, 2.4599], [-1.3591, 4.2414, 2.4844], [-0.8514, 3.5175, 0.3611], [2.6899, -6.0404, 1.2797], [1.8670, -6.0787, 0.1210], [3.3989, -6.8657, 1.2322], [3.2384, -5.0950, 1.3143], [2.0720, -6.1463, 2.1750], [1.2497, -5.3420, 0.1849], [-3.4330, 6.2656, -7.3046], [-2.8569, 6.3254, -6.0053], [-3.5749, 5.2201, -7.5769], [-4.4006, 6.7727, -7.3041], [-2.7651, 6.7397, -8.0281], [-2.7416, 7.2582, -5.7876], [-0.9353, 1.2274, 11.1118], [0.1129, 1.8940, 10.4203], [-0.7508, 0.1542, 11.0763], [-0.9587, 1.5552, 12.1538], [-1.8928, 1.4452, 10.6318], [-0.0721, 2.8396, 10.4653], [6.8195, 0.6918, -0.2915], [6.4632, 1.1825, 0.9935], [7.8086, 0.2406, -0.2321], [6.0967, -0.0640, -0.6135], [6.8415, 1.5158, -1.0104], [5.5852, 1.5766, 0.9159], [-3.8602, 0.3538, 6.1531], [-2.4846, 0.6247, 6.3850], [-4.2713, 1.1428, 5.5241], [-3.9679, -0.6076, 5.6435], [-4.3989, 0.3328, 7.1035], [-2.1449, -0.0864, 6.9432]],
  "atomic_forces_ev_per_a": [[1.54, -0.19, 0.50], [0.60, 0.57, 0.56], [-1.49, 0.76, 1.20], [-0.87, -0.27, 0.18], [0.19, 0.51, 1.20], [0.70, 1.91, 0.68], [-0.78, -1.36, 2.14], [-0.12, -3.05, -1.61], [-0.73, 2.19, -0.15], [0.83, -2.15, 0.32], [-1.05, -1.66, -1.30], [0.01, -0.81, -2.60], [0.56, 2.10, 0.46], [0.74, 1.74, -1.74], [0.85, 2.18, 0.70], [0.65, -0.42, -1.94], [0.25, -1.32, 0.91], [-0.07, 1.30, 0.12], [0.89, -0.91, -0.90], [-0.97, -0.76, 0.32], [0.51, 1.10, 0.24], [-1.39, -0.20, 0.37], [-0.61, -1.08, 1.18], [-0.19, 0.05, 0.61], [-0.06, -0.62, -1.56], [0.10, 0.48, 0.45], [-0.10, -0.22, -0.17], [0.05, -0.14, -0.22], [-0.05, -0.11, 0.06], [0.03, 0.19, -0.10], [0.13, 0.13, -0.10], [0.03, 0.14, 0.13], [0.08, 0.24, -0.31], [-0.18, 0.21, 0.08], [-0.06, 0.07, -0.09], [0.15, -0.11, 0.20], [0.07, -0.22, 0.03], [-0.19, -0.05, 0.18], [-0.16, -0.39, -0.13], [0.00, -0.02, 0.12], [-0.03, -0.08, 0.01], [0.10, 0.17, -0.12], [0.16, 0.18, -0.13], [-0.04, 0.16, 0.09], [0.13, -0.22, 0.16], [0.10, -0.02, 0.06], [0.13, -0.02, 0.05], [-0.23, 0.04, -0.02], [-0.20, -0.02, -0.11], [-0.03, 0.16, -0.13], [0.00, 0.13, 0.24], [0.47, -0.18, 0.06], [0.15, -0.05, 0.07], [-0.13, 0.14, -0.10], [-0.23, 0.04, -0.06], [-0.16, -0.01, -0.12], [-0.15, -0.25, -0.01], [0.06, -0.15, 0.15], [-0.02, -0.12, 0.01], [-0.03, 0.21, 0.05], [-0.03, 0.24, -0.04], [0.06, -0.03, -0.21], [-0.23, -0.27, 0.17], [0.07, -0.20, -0.17], [0.02, -0.15, -0.02], [-0.04, 0.25, 0.03], [-0.04, 0.27, -0.11], [0.19, 0.07, 0.07], [0.26, 0.06, -0.05], [0.14, 0.02, -0.20], [0.04, 0.03, -0.13], [-0.06, 0.00, 0.20], [-0.03, -0.11, 0.18], [-0.16, -0.10, 0.07], [0.12, 0.15, -0.24], [0.07, -0.15, -0.14], [0.06, 0.01, -0.10], [-0.02, 0.03, 0.26], [0.01, -0.09, 0.22], [-0.21, -0.01, -0.03], [-0.17, 0.21, 0.03], [-0.08, 0.08, -0.22], [-0.10, 0.05, -0.09], [0.14, -0.06, 0.17], [0.13, -0.03, 0.09], [0.04, -0.21, 0.01], [0.04, 0.28, 0.09], [0.08, 0.06, 0.13], [0.03, 0.05, 0.11], [-0.03, -0.08, -0.20], [-0.13, -0.07, -0.16], [-0.03, -0.20, 0.04], [-0.01, 0.29, -0.01], [0.05, 0.08, -0.06], [0.07, 0.10, -0.04], [-0.15, -0.16, 0.04], [-0.10, -0.14, 0.13], [0.12, -0.17, -0.05], [-0.28, 0.19, 0.12], [-0.15, 0.04, 0.00], [-0.09, 0.06, 0.06], [0.12, -0.10, -0.19], [0.13, -0.13, -0.18], [0.23, -0.07, 0.25], [0.19, -0.17, 0.19], [0.13, 0.03, 0.01], [0.11, -0.01, 0.05], [-0.23, 0.01, -0.01], [-0.20, -0.03, -0.12], [-0.04, 0.16, -0.06]],
  "lowdin_charge": [0.0597, -0.1131, -0.1705, -0.1854, -0.0900, -0.1022, 0.0880, 0.0003, -0.3831, 0.1540, 0.0784, 0.0513, -0.4970, 0.7169, 0.1144, 0.0600, 0.1005, 0.1055, 0.1032, 0.1143, 0.1234, 0.1386, 0.1435, 0.1330, 0.1408, 0.1723, -0.1363, -0.1580, 0.0804, 0.0792, 0.0809, 0.0883, -0.1596, -0.1326, 0.0920, 0.0782, 0.0620, 0.0295, -0.1688, -0.1160, 0.0682, 0.0714, 0.0739, 0.0576, -0.1540, -0.1522, 0.0804, 0.0759, 0.0757, 0.0715, -0.1292, -0.1500, 0.0778, 0.0879, 0.0669, 0.0676, -0.1615, -0.1315, 0.0805, 0.0786, 0.0726, 0.0321, -0.1529, -0.1332, 0.0806, 0.0642, 0.0576, 0.0646, -0.1362, -0.1592, 0.0810, 0.0806, 0.0822, 0.0683, -0.1523, -0.1367, 0.0799, 0.0641, 0.0832, 0.0355, -0.1489, -0.1298, 0.0891, 0.0778, 0.0594, 0.0183, -0.1497, -0.1412, 0.0775, 0.0786, 0.0786, 0.0826, -0.1544, -0.1380, 0.0788, 0.0771, 0.0746, 0.0794, -0.1628, -0.1201, 0.0841, 0.0689, 0.0746, 0.0452, -0.1527, -0.1429, 0.0772, 0.0739, 0.0794, 0.0580],
  "total_charge": 1,
  "e_homo_ev": -11.37
}


(3)
{
  "formula": "C4H10O",
  "method": "ωB97M-V/def2-TZVPD",
  "symbols": ["C", "C", "C", "C", "H", "H", "H", "H", "H", "H", "H", "H", "O", "H", "H"],
  "coordinates": [[1.1557, 2.0052, -1.6928], [0.1550, 1.7248, -0.8659], [-0.3912, 0.3069, -0.8077], [-1.1059, 0.0080, 0.4817], [1.7438, 2.8998, -1.7320], [1.5961, 1.2212, -2.3120], [-0.4992, 2.3494, -0.2500], [-1.0032, 0.1651, -1.7194], [0.4730, -0.3565, -0.9215], [-2.0575, 0.6214, 0.5322], [-1.5242, -1.0130, 0.5946], [-0.5458, 0.4397, 1.3466], [0.2097, -3.1268, 2.0805], [0.4999, -2.2066, 2.1846], [0.5247, -3.6006, 2.8583]],
  "atomic_forces_ev_per_a": [[0.43, -0.16, 0.49], [-0.82, -0.95, -0.32], [0.73, -0.21, -1.00], [-2.08, 1.25, 0.70], [-0.38, 0.77, -0.03], [-0.24, -0.10, 0.28], [0.97, 0.72, -0.16], [-0.08, -0.18, 0.59], [-0.18, -0.12, -0.04], [0.82, -0.37, -0.22], [0.98, 0.38, 0.14], [-0.13, -1.03, -0.41], [0.08, 0.31, 0.01], [-0.11, -0.46, 0.04], [0.01, 0.17, -0.07]],
  "nbo_charge": [-0.4012, -0.1665, -0.4512, -0.6240, 0.1996, 0.1875, 0.1997, 0.2136, 0.2032, 0.1997, 0.2338, 0.2052, -0.9415, 0.4720, 0.4701],
  "total_charge": 0,
  "e_homo_ev": -9.56,
  "smiles": "C=CCC.O",
  "e_above_lowest_kj_mol": 131.9
}